(1)
{
  "formula": "C3F5O4S",
  "method": "ωB97M-V with the def2-TZVPD basis set",
  "species": ["S", "F", "F", "F", "F", "F", "O", "O", "O", "O", "C", "C", "C"],
  "coordinates": [[-1.3307, -1.0468, 0.0394], [-1.0493, -1.7773, 1.4812], [-0.0756, 0.2425, 1.7008], [1.3645, -0.5540, -1.4191], [2.2508, 0.4477, 0.2573], [1.6186, -1.4500, 0.5824], [-1.1661, -2.0596, -0.9693], [-2.5934, -0.4466, 0.1932], [-0.0103, 2.8634, 0.2705], [-0.1613, 1.8352, -1.7317], [-0.0618, 0.2224, 0.2732], [-0.0043, 2.0819, -0.5997], [1.2190, -0.3588, -0.0784]],
  "total_energy_ev": -35724.7585,
  "relative_energy_ev": 0.000,
  "total_charge": -1,
  "e_homo_ev": -5.729
}

(2)
{
  "formula": "C4H8N3",
  "method": "ωB97M-V with the def2-TZVPD basis set",
  "species": ["N", "N", "N", "C", "C", "C", "C", "H", "H", "H", "H", "H", "H", "H", "H"],
  "coordinates": [[-1.5616, 0.8231, 0.0530], [0.6718, 1.4530, -0.0057], [-1.3463, -0.3617, 0.2645], [2.1743, -0.3906, 0.3341], [0.9679, 0.2858, 0.1965], [-0.7829, 1.8118, 0.0129], [-1.8229, -1.5231, -0.3911], [-0.8831, 2.7835, -0.2478], [1.1310, 2.4084, 0.0482], [2.9174, 0.3791, 0.0934], [2.1011, -1.3712, -0.0768], [-2.5298, -2.2323, 0.1549], [-2.2319, -1.2989, -1.4156], [2.1110, -0.5362, 1.5187], [-0.9161, -2.2308, -0.5393]],
  "total_energy_ev": -8735.4694,
  "relative_energy_ev": 7.312,
  "total_charge": 1,
  "e_homo_ev": [-13.394, -13.399]
}

(3)
{
  "formula": "C36H58O25S2",
  "method": "ωB97M-V with the def2-TZVPD basis set",
  "species": ["S", "S", "O", "O", "O", "O", "O", "O", "O", "O", "O", "O", "O", "O", "O", "O", "O", "O", "O", "O", "O", "O", "O", "O", "O", "O", "O", "C", "C", "C", "C", "C", "C", "C", "C", "C", "C", "C", "C", "C", "C", "C", "C", "C", "C", "C", "C", "C", "C", "C", "C", "C", "C", "C", "C", "C", "C", "C", "C", "C", "C", "C", "C", "H", "H", "H", "H", "H", "H", "H", "H", "H", "H", "H", "H", "H", "H", "H", "H", "H", "H", "H", "H", "H", "H", "H", "H", "H", "H", "H", "H", "H", "H", "H", "H", "H", "H", "H", "H", "H", "H", "H", "H", "H", "H", "H", "H", "H", "H", "H", "H", "H", "H", "H", "H", "H", "H", "H", "H", "H", "H"],
  "coordinates": [[1.7457, 0.0538, -0.0359], [-1.2969, -5.2695, 1.7261], [-2.8714, -0.4007, -3.1963], [2.6170, -5.1707, -1.1779], [-4.6517, -3.0270, 0.7452], [-2.6898, 1.7204, -2.5330], [-4.1438, 1.2632, -4.0277], [-3.3856, 1.6711, 3.4163], [-1.4718, 2.7000, 3.0203], [5.8180, -1.3715, 2.7784], [2.5551, -0.4197, -1.1544], [1.2002, 6.8087, 2.6126], [2.5140, 5.1406, 3.0890], [-0.5973, -4.1214, 2.3336], [4.2650, -4.4973, 0.2265], [2.1794, -4.2745, 0.8988], [2.4583, 3.1509, -2.5562], [1.1987, 1.7642, -3.8544], [2.3267, 0.7775, 1.1209], [-2.5824, -5.7611, 2.2427], [-3.8156, -1.1524, -0.3280], [-5.5768, -2.2514, -1.1160], [5.5578, 0.8953, 3.2958], [-3.2154, 3.1618, 1.7201], [5.8575, 0.3155, 1.2041], [3.2653, 1.4392, -3.6987], [1.3827, 6.1509, 4.8049], [1.7123, 6.0475, 3.6400], [-2.5752, 5.1937, 0.6672], [2.7798, 5.4180, 1.7078], [-0.9350, 0.3475, 0.1127], [-0.7084, -1.1840, -0.0377], [0.6762, -1.3391, 0.5886], [1.5914, 6.2936, 1.3468], [2.2881, 2.2182, -3.3320], [-2.7191, 2.4586, 2.7818], [5.1928, 2.0299, 2.6265], [-4.5959, -2.1299, -0.2746], [-5.6272, -3.9761, 0.3646], [-3.2396, 0.7588, -3.2108], [-1.0088, 3.6465, 2.1670], [2.9210, 0.5172, -4.6948], [5.7649, 1.6860, 1.2237], [2.7863, 4.1463, 0.8687], [-4.0285, 2.6753, -4.0577], [1.3565, 0.5897, -4.5496], [-6.7305, -4.0933, 1.4515], [-6.1740, -3.5422, -0.8826], [2.9555, -3.5849, 1.8331], [0.2772, 0.9734, -0.6210], [-0.6304, -7.2433, 0.0586], [-3.2836, 2.9844, -2.7514], [0.7187, 0.8338, -5.9176], [5.7517, -0.1623, 2.4635], [4.3588, -4.0731, 1.5393], [2.5269, -3.7270, 3.2703], [-1.4335, -4.8675, -0.0957], [-0.9037, -6.0751, -0.9500], [2.9514, -4.7339, -0.0733], [-2.1274, 3.8247, 1.1270], [-5.4769, 3.2724, -4.0199], [-0.1866, -6.7004, 1.4283], [5.7809, 3.2718, 3.3019], [-5.3553, 4.2600, -4.4649], [1.9765, 7.0606, 0.6748], [2.6273, -4.6931, 3.7648], [-0.9690, 0.5660, 1.1800], [4.5749, -4.8449, 2.2781], [3.4456, 3.3779, 1.2725], [6.8358, 3.5205, 3.1862], [1.7930, 3.7261, 0.7113], [-1.4916, -1.8198, 0.3751], [3.2472, 0.8079, -5.6934], [-0.3501, 0.9938, -5.7756], [1.5269, -3.3596, 3.5008], [-3.9866, 3.2171, -1.9516], [4.9640, -3.1779, 1.6822], [-3.4588, 2.8901, -4.9619], [1.1347, -2.2761, 0.2725], [5.0451, 2.1236, 0.5320], [-2.5955, 3.7846, -3.0239], [-6.1549, 2.7596, -4.7021], [3.1644, -3.0265, 3.8098], [-6.3888, -4.1979, 2.4812], [1.0522, -0.3243, -4.0397], [1.1335, 1.7062, -6.4226], [-1.4874, -7.8988, 0.2137], [0.1934, -7.8072, -0.3789], [-7.4988, -3.3257, 1.3581], [-1.7641, 5.8032, 0.2688], [0.7964, 5.7773, 0.8087], [-1.8349, 3.2431, 0.2528], [-1.8960, 0.6763, -0.2830], [0.7041, -1.1650, 1.6642], [-3.1683, 5.7296, 1.4082], [3.7167, 5.9737, 1.6685], [4.1047, 2.0316, 2.5609], [-0.7098, -1.5463, -1.0658], [-0.7833, 4.5925, 2.6593], [5.4598, 3.4318, 4.3311], [-7.1989, -5.0677, 1.3128], [0.2173, 0.7243, -1.6804], [-0.7397, -4.0348, -0.2116], [3.3874, -0.4399, -4.4613], [-2.3646, -4.3527, -0.3329], [6.7073, 2.1728, 0.9726], [-5.2302, -4.9876, 0.2786], [-0.1526, -7.3054, 2.3344], [-0.1404, 3.2271, 1.6590], [0.8628, -0.0167, -6.5840], [-7.2595, -3.4544, -0.8373], [-0.0378, -5.8505, -1.5726], [3.1846, 4.4341, -0.1043], [0.4880, 2.0428, -0.6106], [-5.9342, -4.0871, -1.7956], [-5.9724, 3.4616, -3.0676], [-1.7419, -6.3002, -1.6094], [5.2781, 4.0891, 2.7848], [-3.2933, 4.9071, -0.1012], [0.7991, -6.2408, 1.3557], [2.8891, -2.5623, 1.4616]],
  "smiles": "C[C@H]1COC(=O)O1.C[C@H]1COC(=O)O1.C[C@H]1COC(=O)O1.C[C@H]1COC(=O)O1.C[C@H]1COC(=O)O1.C[C@H]1COC(=O)O1.C[C@H]1COC(=O)O1.O=S1(=O)CCCC1.O=S1(=O)CCCC1",
  "total_energy_ev": -111128.8081,
  "relative_energy_ev": 0.000,
  "total_charge": 0,
  "e_homo_ev": -10.071
}